# 1
79
Properties=species:S:1:pos:R:3 method="wB97M-V/def2-TZVPD" lumo_ha=-0.152 charge=+1 mol_weight_da=476.75 homo_lumo_gap_ev=7.21 max_force_ev_per_a=8.85 homo_ev=-11.35
C 5.27 -2.99 0.23
C 4.48 -2.52 -1.14
C 3.59 -1.14 -0.95
C 4.33 0.18 -1.61
C 5.25 0.86 -0.42
C 4.67 2.34 0.07
C 3.21 2.22 0.87
C 1.94 2.63 -0.08
C 0.76 3.49 0.74
C -0.73 2.85 0.55
C -1.57 3.40 -0.75
C -1.82 2.11 -1.75
C -1.32 2.14 -3.33
O -0.67 3.39 -3.82
C -1.50 0.86 -4.37
C -2.23 -0.49 -3.78
C -2.80 -0.61 -2.25
C -2.58 0.70 -1.25
C -3.19 0.52 0.29
C -2.30 -0.60 1.15
C -3.26 -1.06 2.43
C -2.43 -1.98 3.51
C -1.11 -1.22 4.14
C 0.27 -1.96 3.61
C 1.18 -2.56 4.84
C -3.55 -2.00 -1.81
O -4.55 -2.12 -0.94
C -3.03 -3.40 -2.54
C -2.52 -3.29 -3.94
S -1.96 -4.83 -4.85
C -2.41 -1.84 -4.75
O -2.46 -1.73 -6.09
H 5.56 -2.05 0.86
H 6.26 -3.59 0.00
H 4.58 -3.65 0.94
H 5.29 -2.40 -1.98
H 3.75 -3.40 -1.47
H 3.54 -0.96 0.22
H 2.49 -1.29 -1.33
H 3.53 0.96 -2.01
H 4.99 -0.14 -2.55
H 6.31 1.03 -0.90
H 5.39 0.16 0.52
H 5.50 2.85 0.72
H 4.54 2.98 -0.92
H 3.29 2.86 1.85
H 3.15 1.08 1.22
H 2.37 3.33 -0.94
H 1.51 1.62 -0.53
H 0.83 4.64 0.52
H 1.04 3.36 1.89
H -0.59 1.68 0.47
H -1.41 3.04 1.50
H -2.56 3.98 -0.49
H -0.86 4.18 -1.32
H -1.45 4.05 -3.85
H -1.08 0.99 -5.45
H -3.17 1.54 0.90
H -4.31 0.17 0.29
H -2.08 -1.58 0.53
H -1.25 -0.16 1.51
H -4.10 -1.77 1.97
H -3.80 -0.16 2.95
H -2.15 -3.05 3.08
H -3.17 -2.19 4.41
H -1.14 -1.36 5.30
H -1.11 -0.05 3.94
H 0.06 -2.87 2.87
H 0.96 -1.22 3.00
H 1.19 -1.90 5.81
H 2.31 -2.71 4.48
H 0.81 -3.66 5.13
H -3.08 -4.43 -1.97
H -0.66 -5.14 -4.40
N -5.65 2.78 0.25
H -5.99 1.88 0.63
H -5.28 3.36 1.00
H -4.92 2.60 -0.45
H -6.44 3.26 -0.20

***

# 2
60
Properties=species:S:1:pos:R:3 method="wB97M-V/def2-TZVPD" lumo_ha=0.013 charge=0 mol_weight_da=497.59 homo_lumo_gap_ev=9.03 max_force_ev_per_a=17.29 homo_ev=-8.68
C -5.01 -4.78 0.26
H -4.45 -4.74 1.17
O -5.65 -3.53 -0.14
C -5.11 -2.46 -0.17
C -3.79 -2.41 -0.05
C -3.32 -1.05 0.10
C -4.15 0.00 -0.08
C -5.44 -0.03 -0.60
C -6.02 -1.29 -0.53
H -6.98 -1.52 -0.62
H -6.10 1.00 -0.69
N -3.64 1.55 -0.40
S -3.11 1.91 1.07
O -2.80 1.15 2.17
O -2.15 3.10 0.84
C -4.75 2.85 1.80
H -4.49 3.17 2.70
H -5.47 2.06 1.81
H -4.81 3.74 0.87
C -2.82 1.92 -1.36
C -3.70 1.75 -2.82
H -4.00 0.81 -2.77
H -4.58 2.43 -2.55
H -3.17 2.21 -3.40
H -2.51 3.08 -1.54
C -1.43 1.04 -1.62
O -1.35 0.01 -2.49
N -0.59 1.45 -0.65
C 0.46 0.58 -0.17
C 1.08 -0.49 -0.96
C 2.22 -0.97 -0.69
C 2.83 -0.68 0.38
C 2.40 0.43 1.28
C 1.19 0.90 0.85
H 0.77 1.77 1.46
H 2.94 0.88 2.19
S 4.45 -1.40 0.78
O 4.48 -2.71 0.69
O 4.65 -1.15 2.36
N 5.45 -0.38 0.21
C 5.80 0.79 0.71
H 5.63 0.93 1.87
C 6.92 1.36 -0.03
H 7.09 2.32 0.19
O 6.90 1.35 -1.54
C 7.01 -0.11 -1.88
H 6.93 -0.15 -2.92
C 5.68 -0.78 -1.28
H 5.49 -1.61 -1.66
H 4.56 -0.03 -1.71
H 7.72 -0.60 -1.55
H 7.90 0.88 0.30
H 5.07 1.55 0.11
H 2.67 -2.00 -1.09
H 0.63 -0.84 -1.80
H -0.85 2.12 0.24
H -2.24 -0.89 0.18
H -3.25 -3.06 0.39
H -5.74 -5.51 0.16
H -4.13 -4.96 -0.28

***

# 3
37
Properties=species:S:1:pos:R:3 method="wB97M-V/def2-TZVPD" lumo_ha=-0.003 charge=0 mol_weight_da=390.72 homo_lumo_gap_ev=8.25 max_force_ev_per_a=17.30 homo_ev=-8.33
C 2.32 2.77 -1.66
H 3.25 2.78 -1.04
H 2.32 1.86 -2.20
O 1.11 3.19 -1.20
N 0.50 2.42 -0.29
C 0.84 1.49 0.55
C -0.09 0.96 1.74
H 0.53 0.67 2.28
H -0.74 1.88 1.84
S -1.06 -0.36 0.95
O -2.07 -0.35 2.08
C -2.14 0.83 -0.39
C -3.45 0.20 -0.30
C -4.42 1.40 0.19
C -5.78 0.93 0.15
C -6.22 -0.40 0.20
C -5.16 -1.48 -0.19
C -3.91 -1.00 -0.28
Cl -2.57 -2.02 -0.79
H -5.51 -2.31 -0.27
H -7.23 -0.66 0.09
H -6.62 1.79 0.69
H -4.15 2.46 0.37
H -1.68 0.50 -1.08
H -1.85 1.95 -0.34
C 2.23 0.80 0.35
C 3.26 0.91 1.15
C 4.44 0.51 1.07
C 4.38 -0.79 0.37
C 3.41 -1.14 -0.46
C 2.24 -0.23 -0.51
Cl 0.84 -0.80 -1.58
H 3.45 -1.92 -1.16
Cl 5.88 -1.83 0.16
H 5.22 0.54 1.71
H 3.24 2.16 1.84
H 2.49 3.49 -2.72

***

# 4
31
Properties=species:S:1:pos:R:3 method="wB97M-V/def2-TZVPD" lumo_ha="0.082 / 0.101" charge=-1 mol_weight_da=226.68 homo_lumo_gap_ev="7.31 / 7.82" max_force_ev_per_a=4.48 homo_ev="-5.07 / -5.07"
C -0.39 -1.33 2.04
C 0.49 -2.24 -0.06
C 0.81 1.28 -2.01
C 0.26 1.46 0.89
C -4.12 0.06 -0.18
C 0.48 -1.07 0.83
C 0.09 0.16 0.00
N 3.40 -0.55 -0.02
N 0.87 0.11 -1.17
N 2.99 0.40 -0.64
O 3.44 1.38 -1.22
O -0.35 2.69 0.41
O -3.48 -0.58 0.59
Cl -2.50 1.24 -1.56
H -0.01 -2.14 2.67
H -1.38 -1.55 1.73
H -0.52 -0.52 2.69
H -0.47 -2.45 -0.68
H 1.28 -2.34 -0.76
H 0.55 -3.09 0.55
H 0.08 2.09 -1.68
H 1.85 1.70 -1.94
H 0.69 0.90 -3.10
H 1.33 1.65 0.96
H -0.20 1.23 1.86
H -4.55 1.04 -0.07
H -4.40 -0.36 -1.28
H 1.37 -0.87 1.21
H -1.02 0.02 -0.21
H 4.34 -0.45 0.28
H -0.91 2.13 -0.14

***

# 5
16
Properties=species:S:1:pos:R:3 method="wB97M-V/def2-TZVPD" lumo_ha=0.032 charge=0 mol_weight_da=121.14 smiles="C#CC1=NC[C@@H]2CN2N1" homo_lumo_gap_ev=9.88 max_force_ev_per_a=5.40 homo_ev=-9.02
C -3.45 -0.41 0.25
C -2.26 -0.13 0.00
C -0.80 0.25 -0.16
C 1.19 1.55 -0.03
C 1.40 0.18 0.64
C 2.26 -1.07 0.36
H -4.58 -0.42 0.34
H 1.61 1.25 -1.17
H 1.47 2.74 0.15
H 0.62 0.10 1.40
H 3.14 -0.89 -0.19
H 2.13 -2.16 0.98
H -0.31 -1.44 -1.23
N -0.36 1.41 -0.05
N 1.32 -0.59 -0.60
N -0.12 -1.01 -0.30

***

# 6
17
Properties=species:S:1:pos:R:3 method="wB97M-V/def2-TZVPD" lumo_ha=0.045 charge=0 mol_weight_da=98.14 homo_lumo_gap_ev=10.87 max_force_ev_per_a=1.62 homo_ev=-9.65
C 0.38 0.40 2.10
C 1.21 -0.59 1.32
C 0.70 0.65 0.66
C -0.39 0.56 -0.35
C -0.08 0.02 -1.73
C -1.43 -0.65 -1.52
O -1.33 -0.51 -0.09
H -0.64 0.10 2.33
H 0.86 1.03 2.83
H 2.28 -0.64 1.53
H 0.74 -1.54 1.07
H 1.42 1.43 0.41
H -0.94 1.51 -0.47
H 0.04 0.66 -2.60
H 0.73 -0.73 -1.69
H -2.30 -0.08 -1.87
H -1.27 -1.63 -1.94

***

# 7
39
Properties=species:S:1:pos:R:3 method="wB97M-V/def2-TZVPD" lumo_ha=0.015 charge=0 mol_weight_da=305.36 smiles="CNC(=O)[C@H](CS)NC(=O)[C@@H](CCC(=O)O)NC(C)=O" homo_lumo_gap_ev=9.94 max_force_ev_per_a=2.28 homo_ev=-9.54
O 2.19 2.83 -0.47
O 1.75 -0.65 3.21
O -1.22 -1.78 -0.13
O -1.66 1.73 0.01
O 0.83 -1.76 1.50
S -0.65 -1.44 -4.22
C 2.54 2.11 0.45
C 0.77 -0.90 2.55
C -1.53 -1.28 -1.22
C -0.53 1.37 0.11
N -2.65 -1.65 -1.87
N 0.05 0.57 -0.80
N 1.67 1.60 1.33
C 3.99 1.82 0.72
C -3.62 -2.59 -1.37
C -0.55 -0.21 2.74
C 0.33 -0.72 -2.88
C -0.42 1.32 2.64
C -0.65 -0.18 -1.84
C 0.23 1.84 1.34
H -0.02 -1.80 1.02
H 0.31 -1.86 -5.03
H -2.81 -1.24 -2.76
H 1.05 0.45 -0.76
H 2.12 1.00 2.03
H 4.28 0.79 0.44
H 4.59 2.53 0.14
H 4.15 1.97 1.76
H -4.27 -2.12 -0.62
H -4.25 -2.89 -2.20
H -3.14 -3.45 -0.99
H -0.98 -0.46 3.72
H -1.26 -0.53 1.97
H 0.93 -1.48 -2.42
H 0.94 0.10 -3.28
H -1.40 1.75 2.76
H 0.15 1.75 3.45
H -1.32 0.52 -2.31
H 0.06 2.94 1.30

***

# 8
117
Properties=species:S:1:pos:R:3 method="wB97M-V/def2-TZVPD" lumo_ha="-0.034 / -0.034" charge=0 mol_weight_da=1169.70 homo_lumo_gap_ev="5.83 / 5.83" max_force_ev_per_a=3.00 homo_ev="-6.76 / -6.77"
Sn -0.92 0.40 0.30
C -3.60 2.67 1.17
N -3.47 1.38 0.50
C -3.94 1.49 -0.87
C -3.02 2.31 -1.72
C -3.43 2.82 -2.95
C -2.51 3.47 -3.75
C -1.20 3.61 -3.29
C -0.90 3.11 -2.04
N -1.78 2.50 -1.27
C -4.16 0.36 1.26
C -3.96 -1.03 0.72
C -4.96 -1.99 0.82
C -4.71 -3.27 0.34
C -3.48 -3.55 -0.23
C -2.55 -2.53 -0.30
N -2.78 -1.32 0.20
C -2.68 2.82 2.35
C -3.13 3.35 3.55
C -2.23 3.53 4.59
C -0.91 3.17 4.38
C -0.55 2.66 3.14
N -1.41 2.49 2.16
H -4.65 2.85 1.48
H -3.32 3.44 0.45
H -4.97 1.89 -0.92
H -3.97 0.48 -1.30
H -4.45 2.68 -3.28
H -2.79 3.85 -4.72
H -0.45 4.09 -3.89
H 0.10 3.17 -1.62
H -5.24 0.56 1.33
H -3.74 0.38 2.27
H -5.91 -1.75 1.27
H -5.47 -4.03 0.41
H -3.25 -4.52 -0.64
H -1.57 -2.68 -0.72
H -4.17 3.63 3.67
H -2.55 3.93 5.53
H -0.17 3.29 5.16
H 0.47 2.38 2.93
S -0.65 -0.59 2.74
C 0.27 -2.04 2.43
N 0.78 -2.64 3.47
N 1.21 -3.91 3.43
C 0.58 -5.03 2.93
C -0.68 -4.99 2.32
C -1.32 -6.16 1.98
C -0.72 -7.39 2.20
C 0.54 -7.43 2.78
C 1.19 -6.27 3.14
N 0.60 -2.50 1.21
N 0.49 -1.74 0.20
C 1.06 -2.20 -0.97
C 1.26 -1.28 -2.01
C 1.80 -1.70 -3.20
C 2.17 -3.03 -3.38
C 1.98 -3.94 -2.35
C 1.43 -3.54 -1.15
H 1.91 -4.09 4.14
H -1.18 -4.04 2.16
H -2.30 -6.11 1.53
H -1.23 -8.30 1.94
H 1.02 -8.39 2.96
H 2.16 -6.31 3.60
H 0.98 -0.25 -1.86
H 1.92 -1.00 -4.01
H 2.57 -3.36 -4.32
H 2.26 -4.98 -2.49
H 1.24 -4.24 -0.35
O 1.29 1.48 0.33
As 2.81 2.02 0.47
C 3.66 1.79 -1.25
C 4.23 0.57 -1.59
C 4.65 0.35 -2.89
C 4.47 1.33 -3.85
C 3.89 2.54 -3.52
C 3.48 2.77 -2.22
C 3.77 0.97 1.79
C 5.16 0.92 1.80
C 5.81 0.06 2.67
C 5.07 -0.74 3.53
C 3.69 -0.67 3.53
C 3.04 0.18 2.65
C 2.77 3.91 0.92
C 3.94 4.62 1.14
C 3.87 5.96 1.47
C 2.64 6.58 1.59
C 1.47 5.87 1.37
C 1.54 4.53 1.03
H 4.34 -0.19 -0.82
H 5.09 -0.60 -3.16
H 4.79 1.14 -4.87
H 3.74 3.29 -4.28
H 3.01 3.71 -1.94
H 5.73 1.54 1.12
H 6.88 0.00 2.67
H 5.58 -1.42 4.19
H 3.10 -1.29 4.19
H 1.95 0.23 2.63
H 4.90 4.13 1.04
H 4.77 6.53 1.64
H 2.58 7.62 1.87
H 0.51 6.35 1.46
H 0.64 3.94 0.84
F -3.78 -2.18 -6.13
C -2.93 -1.62 -5.23
C -2.22 -2.45 -4.21
F -0.96 -2.86 -4.41
C -2.79 -2.15 -2.92
F -4.19 -2.36 -2.98
C -2.49 -0.72 -3.04
O -1.65 -0.04 -2.48
C -3.21 -0.34 -4.37
F -4.35 0.39 -4.34
C -2.29 -0.34 -5.48
F -0.98 -0.03 -5.46

***

# 9
41
Properties=species:S:1:pos:R:3 method="wB97M-V/def2-TZVPD" lumo_ha="0.014 / -0.083" s2=8.782 charge=0 mol_weight_da=495.46 homo_lumo_gap_ev="6.03 / 5.91" spin_multiplicity=6 max_force_ev_per_a=3.42 homo_ev="-5.66 / -8.16"
Ru -3.14 -0.70 14.60
N -3.45 -3.33 18.05
C -2.95 -2.48 17.15
S -3.68 -2.62 15.56
N -1.92 -1.67 17.27
N -1.78 -0.87 16.24
C -0.66 -0.24 16.00
C -0.49 0.48 14.77
C 0.70 1.17 14.38
C 0.78 1.78 13.12
C -0.33 1.57 12.30
C -1.51 1.05 12.75
N -1.60 0.43 13.95
H -4.43 -3.60 17.99
H -3.04 -3.34 19.01
H 0.12 -0.33 16.72
H 1.54 1.14 15.07
H 1.59 2.40 12.85
H -0.26 1.81 11.25
H -2.42 1.16 12.20
Br -5.14 0.77 15.18
C -3.74 -2.23 11.90
Si -4.86 -1.06 12.97
C -5.59 0.28 11.85
C -6.43 -2.04 13.47
C -6.36 -3.40 13.79
C -7.49 -4.04 14.27
C -8.68 -3.35 14.48
C -8.78 -2.07 14.00
C -7.67 -1.38 13.46
H -3.95 -2.12 10.80
H -3.83 -3.26 12.22
H -2.68 -2.01 12.02
H -6.28 -0.09 11.08
H -4.79 0.83 11.32
H -6.11 1.01 12.44
H -5.42 -4.00 13.81
H -7.45 -5.11 14.46
H -9.51 -3.80 15.06
H -9.72 -1.58 14.02
H -7.76 -0.37 13.10

***

# 10
16
Properties=species:S:1:pos:R:3 method="wB97M-V/def2-TZVPD" lumo_ha=0.027 charge=0 mol_weight_da=90.13 homo_lumo_gap_ev=7.29 max_force_ev_per_a=1.84 homo_ev=-6.54
C -1.05 -0.23 -0.89
C 1.47 0.21 0.11
N -1.41 -0.35 0.39
N -1.00 0.74 1.15
N -1.24 0.96 -1.55
N 1.79 -1.09 0.69
H -1.19 -1.27 0.77
H -0.97 -1.14 -1.48
H -1.23 0.57 2.12
H 0.30 0.68 0.76
H -1.20 1.76 -0.94
H -0.95 1.00 -2.51
H 1.35 -1.85 0.19
H 1.49 -1.14 1.66
H 1.67 0.18 -0.96
H 2.16 0.97 0.51

***

# 11
21
Properties=species:S:1:pos:R:3 method="wB97M-V/def2-TZVPD" lumo_ha=0.022 charge=-1 mol_weight_da=339.99 homo_lumo_gap_ev=4.43 max_force_ev_per_a=3.03 homo_ev=-3.82
Cl -3.10 -0.94 0.32
C -1.55 -0.98 0.99
C -0.99 -2.13 1.46
Cl -1.77 -3.63 1.35
C 0.33 -2.15 2.16
O 0.83 -3.18 2.58
C 0.99 -0.82 2.32
Cl 2.46 -0.85 3.19
C 0.44 0.33 1.85
Cl 1.13 1.85 2.15
C -0.89 0.33 1.20
O -1.56 1.38 1.08
C 0.63 1.41 -3.40
S 0.52 0.76 -1.73
N -0.40 1.88 -1.18
O -0.12 -0.56 -1.81
O 1.86 0.78 -1.16
H 1.21 0.71 -4.01
H -0.37 1.53 -3.81
H 1.14 2.37 -3.35
H -0.79 1.90 -0.20